Entry 1:
Below is a molecular structure, C33H25N2O5PRhS2, with properties calculated with ωB97M-V/def2-TZVPD.

The value obtained for the relative energy (zero: lowest compared OMol25 entry of this formula, charge and spin) is 6.7 kcal per mole. For the molar mass, the calculation gives 727.59 g/mol. The calculation puts the LUMO energy at -0.1621 Ha. As for the total energy: -81806.9755 eV. The calculation puts the HOMO energy at -11.7 eV. The HOMO-LUMO gap is 0.26858 hartree.

ORCA input file:
```
! RIJCOSX wB97M-V def2-TZVPD def2/J DEFGRID3
* xyz 1 1
Rh -1.3913 -0.5901 -0.0137
O -0.3314 -3.3547 -1.3014
S -0.8306 -3.6823 0.0202
O -1.4730 -4.9401 0.2091
O -1.7112 -2.5564 0.5361
C 0.6144 -3.5914 1.0363
C 1.0389 -4.7017 1.7387
C 2.2570 -4.6613 2.4060
C 3.0412 -3.5203 2.3538
C 2.6016 -2.4009 1.6599
C 1.3767 -2.4208 1.0002
P 0.8417 -0.8935 0.1761
C 1.9217 -0.5615 -1.2234
C 3.1247 0.1154 -1.0089
C 3.9929 0.3349 -2.0652
C 3.6685 -0.1203 -3.3354
C 2.4844 -0.8113 -3.5468
C 1.6115 -1.0410 -2.4953
C 1.0789 0.3782 1.4382
C 0.8872 0.0614 2.7855
C 0.9429 1.0579 3.7465
C 1.1550 2.3741 3.3699
C 1.3237 2.6992 2.0273
C 1.2824 1.7099 1.0639
H 0.4225 -5.5904 1.7373
H 2.5977 -5.5289 2.9545
H 3.9977 -3.4939 2.8579
H 3.2158 -1.5090 1.6477
H 3.3845 0.4769 -0.0224
H 4.9230 0.8598 -1.8945
H 4.3470 0.0540 -4.1597
H 2.2438 -1.1877 -4.5321
H 0.7186 -1.6269 -2.6528
H 0.7259 -0.9651 3.0895
H 0.7808 0.8115 4.7872
H 1.1958 3.1527 4.1202
H 1.4909 3.7273 1.7350
H 1.4100 1.9697 0.0214
O -3.4818 2.7688 -0.5330
S -2.8399 1.6648 0.0957
O -3.4361 0.3140 -0.0353
N -1.2901 1.4146 -0.3908
C -1.1033 1.6223 -1.7908
C -0.8011 2.8253 -2.3656
C -0.7169 2.9264 -3.7715
C -0.9742 1.8525 -4.5777
C -1.3070 0.6008 -4.0082
C -1.6886 -0.5489 -4.7367
C -2.0849 -1.6726 -4.0685
C -2.0264 -1.7119 -2.6642
N -1.5851 -0.6819 -1.9757
C -1.3117 0.5018 -2.6112
C -2.6615 1.9461 1.8241
C -2.6591 3.2505 2.2944
C -2.5283 3.4664 3.6570
C -2.4073 2.3917 4.5268
C -2.4213 1.0904 4.0446
C -2.5430 0.8631 2.6825
H -0.6645 3.6982 -1.7415
H -0.4739 3.8831 -4.2130
H -0.9464 1.9500 -5.6550
H -1.6976 -0.5165 -5.8190
H -2.4288 -2.5536 -4.5897
H -2.3111 -2.5960 -2.1212
H -2.7806 4.0739 1.6039
H -2.5358 4.4765 4.0434
H -2.3184 2.5717 5.5900
H -2.3125 0.2543 4.7219
H -2.6249 -0.1589 2.3174
*
```

Atomic partial charges in e from the Löwdin method, atoms 1 to 2:
1 Rh 1.020
2 O -0.328

=====

Entry 2:
Below is a molecular structure, C18H13AlClN6O4S, with properties calculated with ωB97M-V/def2-TZVPD.

For the molar mass, the calculation gives 471.84 g/mol. The calculation puts the LUMO energy at -0.1599 Ha. As for the total energy: -65961.1033 eV. The calculation puts the HOMO energy at -11.9 eV. The HOMO-LUMO gap is 0.27573 hartree.

ORCA input file:
```
! RIJCOSX wB97M-V def2-TZVPD def2/J DEFGRID3
* xyz 1 1
Al 0.3282 -0.4434 1.4111
N -1.4579 2.2604 4.2667
C -1.0898 1.3495 3.3679
S 0.4844 1.4847 2.6539
N -1.9903 0.4167 3.0809
N -1.5308 -0.5034 2.2166
C -2.2917 -1.4631 1.8485
C -1.6968 -2.4296 0.9249
C -2.3037 -3.6189 0.5758
C -1.6036 -4.5168 -0.2170
C -0.3246 -4.1920 -0.6393
C 0.2061 -2.9725 -0.2696
N -0.4673 -2.1008 0.4893
H -0.8172 2.9730 4.5643
H -2.3509 2.1639 4.7217
H -3.3018 -1.5647 2.2267
H -3.3001 -3.8379 0.9398
H -2.0486 -5.4630 -0.4943
H 0.2607 -4.8709 -1.2434
H 1.1953 -2.6836 -0.5962
O 5.3651 0.9876 -2.3783
C 4.7750 0.2661 -1.4115
O 5.3986 -0.5075 -0.7605
C 3.3015 0.4737 -1.1682
C 2.3926 1.3305 -1.7697
Cl 2.7404 2.3984 -3.0454
N 1.1628 1.1755 -1.2067
N 1.2792 0.2533 -0.2314
C 2.5337 -0.1941 -0.2054
C 2.7867 -1.2910 0.8323
O 3.6548 -2.1024 0.7579
O 1.8316 -1.2554 1.7545
C -0.1375 1.7954 -1.4424
C -0.3126 2.9219 -2.2388
C -1.5760 3.4736 -2.3974
C -2.6813 2.9228 -1.7762
C -2.5164 1.7860 -1.0032
C -1.2631 1.2276 -0.8482
H 4.7694 1.5926 -2.8293
H 0.5056 3.4036 -2.7313
H -1.6848 4.3529 -3.0184
H -3.6606 3.3652 -1.8995
H -3.3667 1.3225 -0.5186
H -1.1977 0.3137 -0.2925
*
```

Atomic partial charges in e from the Löwdin method, atoms 1 to 2:
1 Al 0.005
2 N 0.121

=====

Entry 3:
Below is a single C4H8O2S molecule in a non-equilibrium geometry, with properties calculated with ωB97M-V/def2-TZVPD.

The SMILES is CC1OCSCO1. The value obtained for the relative energy (zero: lowest compared OMol25 entry of this formula, charge and spin) is 29.2 kcal per mole. For the molar mass, the calculation gives 120.17 g/mol. The calculation puts the LUMO energy at 0.0339 Ha. As for the total energy: -19207.1321 eV. The calculation puts the HOMO energy at -8.8 eV. The HOMO-LUMO gap is 0.35689 hartree.

ORCA input file:
```
! RIJCOSX wB97M-V def2-TZVPD def2/J DEFGRID3
* xyz 0 1
C -1.7618 0.6737 1.6627
C -0.5384 -0.0908 1.2166
O -0.9104 -0.8820 0.1112
C 0.2125 -1.4438 -0.5369
S 1.0615 -0.1566 -1.5445
C 0.5479 1.2075 -0.4276
O 0.5423 0.7766 0.9018
H -2.5771 -0.0405 1.9315
H -1.5414 1.2612 2.5640
H -2.1284 1.3252 0.8669
H -0.1310 -0.7414 2.0167
H 0.9172 -1.8639 0.1903
H -0.1574 -2.2471 -1.2158
H 1.2833 2.0107 -0.5187
H -0.4653 1.5641 -0.7170
*
```

Atomic partial charges in e from the Löwdin method, atoms 1 to 2:
1 C -0.007
2 C -0.451

=====

Entry 4:
Below is 11 unconnected molecules or ions with the total composition C3H30N2O10 in a non-equilibrium geometry, with properties calculated with ωB97M-V/def2-TZVPD.

The SMILES is C[C@H](N)CN.O.O.O.O.O.O.O.O.O.O. The value obtained for the relative energy (zero: lowest compared OMol25 entry of this formula, charge and spin) is 13.1 kcal per mole. For the molar mass, the calculation gives 254.28 g/mol. The calculation puts the LUMO energy at 0.0022 Ha. As for the total energy: -27052.2366 eV. The calculation puts the HOMO energy at -8.8 eV. The HOMO-LUMO gap is 0.32611 hartree.

ORCA input file:
```
! RIJCOSX wB97M-V def2-TZVPD def2/J DEFGRID3
* xyz 0 1
C 1.2793 -0.9802 -2.8854
C 0.0914 -0.3043 -2.1670
N -1.1286 -0.7567 -2.9181
C 0.0799 1.2054 -2.2433
N -1.0393 1.8356 -1.6037
H 2.1738 -0.9923 -2.2657
H 0.9841 -2.0310 -2.9376
H 1.2737 -0.5119 -3.8642
H -0.1641 -0.7058 -1.1841
H -1.7339 -0.1403 -3.4346
H -0.9977 -1.6349 -3.3926
H 0.1090 1.5309 -3.2840
H 1.0266 1.5492 -1.7690
H -1.3052 2.7683 -1.8571
H -1.3546 1.6106 -0.6770
O 3.0101 -1.3036 2.0049
H 3.0305 -1.8670 1.2281
H 2.2498 -0.7122 1.9150
O -0.4457 -0.4384 3.8727
H 0.4518 -0.5897 4.1929
H -0.5510 -1.2342 3.3255
O -1.1898 2.2550 3.3386
H -1.1385 1.2789 3.2877
H -0.2499 2.2903 3.5789
O 0.7888 0.1858 1.1636
H 1.2240 0.8896 0.6458
H -0.0738 0.1213 0.7458
O -2.9317 2.6967 0.6095
H -3.6811 2.2681 1.0441
H -2.3246 2.6565 1.3646
O 2.3595 2.3764 0.9312
H 2.5416 2.4680 1.8669
H 2.4929 3.1791 0.4241
O -0.3543 -2.8304 0.9262
H 0.0257 -2.8643 0.0374
H -1.2418 -3.0967 0.6679
O 3.8997 0.3555 -0.4374
H 3.0047 0.6977 -0.4738
H 4.0394 0.2270 0.5033
O -2.1418 -2.8134 -1.3138
H -2.9083 -3.0974 -1.8263
H -2.1348 -1.8614 -1.5566
O -2.3273 -1.3352 1.7117
H -1.7793 -0.5739 1.5774
H -2.9395 -1.7708 1.1277
*
```

Atomic partial charges in e from the Löwdin method, atoms 1 to 2:
1 C -0.030
2 C -0.414

=====

Entry 5:
Below is 6 unconnected molecules or ions with the total composition H11S6 in a non-equilibrium geometry, with properties calculated with ωB97M-V/def2-TZVPD.

The value obtained for the relative energy (zero: lowest compared OMol25 entry of this formula, charge and spin) is 23.1 kcal per mole. For the molar mass, the calculation gives 203.49 g/mol. The calculation puts the LUMO energy at 0.1001 Ha. As for the total energy: -65190.4799 eV. The calculation puts the HOMO energy at -3.8 eV. The HOMO-LUMO gap is 0.23844 hartree.

ORCA input file:
```
! RIJCOSX wB97M-V def2-TZVPD def2/J DEFGRID3
* xyz -1 1
S -1.5535 2.4724 1.1430
H -1.6983 2.4159 2.4734
S -2.1358 0.8350 -2.5752
H -1.4360 0.3937 -1.5190
H -1.4635 1.9794 -2.7010
S -2.3830 -0.7470 0.6010
H -1.9607 -1.1324 1.8118
H -2.1299 0.7291 0.7784
S 1.6976 0.7054 1.1137
H 1.8979 1.9717 0.7505
H 0.4877 0.4052 1.5938
S 0.4974 -3.5180 1.0561
H 0.4639 -2.4085 0.3072
H 1.0571 -3.0141 2.1606
S 2.8322 0.1948 -2.6800
H 2.0200 -0.6314 -2.0051
H 3.8068 -0.6512 -2.3092
*
```

Atomic partial charges in e from the Löwdin method, atoms 1 to 2:
1 S -0.021
2 H -0.361

=====

Entry 6:
Below is a molecular structure, C14H28AlF4O3 in a non-equilibrium geometry, with properties calculated with ωB97M-V/def2-TZVPD.

For the molar mass, the calculation gives 347.35 g/mol. The calculation puts the LUMO energy at 0.0934 Ha. As for the total energy: -38579.1573 eV. The calculation puts the HOMO energy at -4.9 eV. The HOMO-LUMO gap is 0.27379 hartree.

ORCA input file:
```
! RIJCOSX wB97M-V def2-TZVPD def2/J DEFGRID3
* xyz -1 1
C -4.1326 3.9657 -1.7407
C -3.3949 3.1818 -2.9822
C -3.3791 1.5412 -2.8253
C -2.5552 1.0024 -1.4976
O -1.5657 2.0334 -1.1176
Al -1.4705 2.2750 0.7455
C -1.4434 4.2215 1.3798
F -2.8830 4.6250 1.5918
F -0.6781 4.2495 2.6802
C -0.6859 5.2796 0.3859
F -0.5443 4.8396 -1.0204
F 0.6494 5.6891 0.9074
H -3.3381 4.2785 -0.9066
H -5.0132 3.3463 -1.2715
H -4.5756 5.0026 -2.1301
H -2.3035 3.5942 -3.1748
H -4.0063 3.4192 -3.9666
H -2.8023 1.0807 -3.7625
H -4.4444 1.0496 -2.7864
H -1.9432 0.0394 -1.8464
H -3.2682 0.6888 -0.6210
H -0.1790 1.5351 1.3673
H -2.7245 1.5641 1.4722
H -1.3555 6.2681 0.3800
C 2.0414 -0.7997 3.8495
C 2.8712 -1.7411 3.0154
C 2.2910 -1.5350 1.6332
O 1.8258 -0.1795 1.5750
C 1.8333 0.3623 2.9030
H 2.5197 -0.5053 4.7871
H 1.0776 -1.2656 4.0870
H 3.9206 -1.4237 3.0312
H 2.8236 -2.7814 3.3473
H 1.4311 -2.1911 1.4611
H 3.0250 -1.7067 0.8405
H 2.6597 1.0785 2.9668
H 0.8959 0.8934 3.0899
C 2.7161 -5.7788 -1.1650
C 2.0402 -4.9876 -2.2549
C 1.1966 -4.0131 -1.4623
O 1.8923 -3.7646 -0.2329
C 2.9519 -4.7231 -0.1071
H 3.6364 -6.2729 -1.4867
H 2.0308 -6.5446 -0.7827
H 2.7918 -4.4427 -2.8382
H 1.4517 -5.6001 -2.9427
H 0.2208 -4.4432 -1.2131
H 1.0369 -3.0695 -1.9921
H 3.8986 -4.1981 -0.2749
H 2.9568 -5.1367 0.9051
*
```

Atomic partial charges in e from the Löwdin method, atoms 1 to 2:
1 C -0.137
2 C -0.262